The following is a DFT calculation (ωB97M-V with the def2-TZVPD basis set) of the molecule C2H2O4S in a non-equilibrium geometry.

Geometry as XYZ:
```
9
Properties=species:S:1:pos:R:3:forces:R:3:mulliken_charge:R:1
C -0.07725 1.28936 0.58830 2.8 0.4 -2.0 -0.0690
C -0.68745 -0.04390 0.21702 0.0 -0.7 1.5 0.4182
O -0.26696 2.00827 1.51061 -0.4 -0.2 0.1 -0.3916
O 1.81720 -1.48890 -1.26012 -2.0 0.0 0.9 -0.4326
O -0.44390 -0.22565 -1.12937 0.9 -1.6 -0.1 -0.3372
O 0.24258 -1.22461 0.80195 -2.0 2.6 -2.4 -0.3402
S 0.43836 -1.66160 -0.80861 1.7 -0.2 -0.8 0.6456
H 0.74688 1.46196 -0.32098 -1.5 0.2 2.1 0.1968
H -1.76946 -0.11492 0.40120 0.5 -0.6 0.7 0.3100
```
Forces are in eV/Å.

Computed properties:
Max |F| in eV Å⁻¹: 4.039
DFT total energy in a.u.: -776.4608
HOMO-LUMO gap in eV: 9.883
Relative energy (zero: lowest compared OMol25 entry of this formula, charge and spin) in kJ/mol: 158.8
E_HOMO in eV: -10.66